2 unconnected molecules or ions with the total composition C12H16O at a distorted geometry, computed with the ωB97M-V functional and the def2-TZVPD basis.

Each line ends with the natural charge from an NBO analysis.
Atoms and positions in Å:
O: 2.68 -1.70 -0.67  -0.52
C: 2.75 -0.51 -0.84  0.43
C: 2.49 0.65 0.04  -0.17
C: 2.97 1.88 -0.35  -0.17
C: 2.69 3.02 0.45  -0.21
C: 1.93 2.87 1.58  -0.18
C: 1.49 1.60 1.98  -0.21
C: 1.72 0.52 1.21  -0.17
H: 3.19 -0.25 -1.78  0.10
H: 3.71 1.96 -1.11  0.22
H: 3.06 4.10 0.36  0.23
H: 1.62 3.70 2.05  0.20
H: 0.72 1.52 2.78  0.22
H: 1.40 -0.41 1.65  0.23
C: -1.36 -1.87 -2.25  -0.66
C: -1.15 -1.57 -0.80  -0.25
C: -2.11 -1.11 -0.02  0.06
C: -2.15 -1.14 1.52  -0.64
C: -3.48 -0.66 -0.68  -0.67
H: -2.48 -2.15 -2.35  0.21
H: -0.78 -2.72 -2.77  0.23
H: -1.27 -0.89 -2.83  0.21
H: -0.20 -1.97 -0.45  0.21
H: -3.00 -1.59 1.94  0.22
H: -2.27 -0.07 1.79  0.20
H: -1.21 -1.45 2.01  0.21
H: -3.05 -0.20 -1.53  0.22
H: -3.88 0.09 -0.04  0.21
H: -4.03 -1.65 -0.85  0.22

## Properties
**DFT total energy**: -541.99798 a.u.
**Orbital gap**: 0.3237 hartree
**Energy relative to the best compared isomer or geometry (same formula, charge and spin)**: 2.631 eV



A molecular structure, C15H22F5IN6OOsS2, computed with the ωB97M-V functional and the def2-TZVPD basis.

Each line ends with the natural charge from an NBO analysis.
Atoms and positions in Å:
Os: -1.07 -0.96 -0.02  0.65
N: 1.45 -4.20 0.91  -0.47
C: 1.04 -4.11 2.22  -0.03
C: 0.18 -3.05 2.27  -0.06
N: 0.08 -2.50 1.02  -0.47
C: 0.85 -3.21 0.22  0.28
C: 0.85 -2.85 -1.18  0.33
N: 0.04 -1.87 -1.57  -0.44
C: 0.19 -1.75 -2.94  -0.06
C: 1.09 -2.67 -3.35  -0.04
N: 1.50 -3.36 -2.23  -0.47
H: 2.09 -4.90 0.56  0.44
H: 1.38 -4.79 2.97  0.26
H: -0.35 -2.66 3.12  0.25
H: -0.36 -1.02 -3.51  0.27
H: 1.48 -2.89 -4.33  0.26
H: 2.17 -4.11 -2.23  0.45
C: -2.54 3.77 3.14  -0.44
N: -2.28 2.34 2.98  -0.53
C: -1.49 1.82 2.07  0.40
N: -0.91 2.60 1.17  -0.77
S: -1.15 0.12 2.17  -0.07
H: -3.09 3.92 4.06  0.25
H: -3.15 4.14 2.31  0.22
H: -1.60 4.32 3.19  0.22
H: -2.73 1.69 3.61  0.43
H: -1.24 3.53 1.00  0.42
H: -0.34 2.16 0.46  0.44
F: -2.13 -0.06 -2.57  -0.37
C: -1.97 0.46 -1.29  0.40
F: -1.14 1.55 -1.53  -0.39
C: -3.36 1.10 -1.03  0.91
F: -3.57 2.14 -1.83  -0.30
F: -3.47 1.54 0.24  -0.34
F: -4.33 0.21 -1.25  -0.31
I: -3.41 -1.96 0.90  0.56
C: -2.32 -2.39 -0.85  -0.59
H: -2.88 -2.13 -1.74  0.25
H: -1.99 -3.42 -0.81  0.21
O: 0.70 0.26 -0.03  -0.96
S: 1.95 0.27 -0.95  1.21
C: 2.02 1.94 -1.62  -0.59
C: 2.60 2.81 -0.52  -0.41
C: 3.79 2.02 0.03  -0.42
C: 3.30 0.59 0.25  -0.58
H: 1.02 2.19 -1.97  0.28
H: 2.69 1.88 -2.48  0.25
H: 1.86 2.98 0.27  0.21
H: 2.91 3.78 -0.91  0.26
H: 4.18 2.43 0.96  0.25
H: 4.60 2.02 -0.70  0.23
H: 2.80 0.45 1.21  0.26
H: 4.06 -0.18 0.13  0.25

## Properties
**DFT total energy**: -2672.19256 a.u.
**Orbital gap**: 0.2968 hartree
**Total charge**: +2



A molecular structure, C25H16AsAuNO4 at a distorted geometry, computed with the ωB97M-V functional and the def2-TZVPD basis.

Each line ends with the natural charge from an NBO analysis.
Atoms and positions in Å:
Au: 1.28 -2.15 -3.11  0.82
O: 4.66 -2.27 -0.44  -0.70
C: 3.75 -2.07 -1.27  0.74
O: 3.12 -2.92 -1.99  -0.80
C: 3.29 -0.59 -1.29  0.09
C: 3.93 0.45 -0.68  -0.22
C: 3.43 1.76 -0.87  -0.18
C: 2.36 1.98 -1.73  -0.24
C: 1.77 0.82 -2.33  0.11
N: 2.26 -0.37 -2.12  -0.53
C: 0.55 0.91 -3.26  0.74
O: -0.05 1.98 -3.38  -0.71
O: 0.19 -0.15 -3.79  -0.79
H: 4.79 0.41 -0.10  0.23
H: 4.04 2.54 -0.41  0.21
H: 1.96 2.89 -2.15  0.25
C: -3.00 0.37 4.62  -0.23
C: -2.70 -0.70 3.76  -0.20
C: -1.60 -0.68 2.95  -0.24
C: -0.85 0.47 2.75  -0.26
C: -1.13 1.56 3.50  -0.26
C: -2.21 1.53 4.39  -0.19
As: 0.55 0.73 1.37  0.89
C: -0.86 1.27 0.02  -0.26
C: -1.34 2.57 -0.21  -0.25
C: -2.22 2.77 -1.24  -0.18
C: -2.62 1.75 -2.06  -0.19
C: -2.11 0.48 -1.88  -0.17
C: -1.23 0.20 -0.82  -0.01
C: -0.63 -1.07 -0.39  -0.13
C: -0.93 -2.27 -0.97  -0.21
C: -0.24 -3.43 -0.65  -0.22
C: 0.80 -3.41 0.29  -0.20
C: 1.13 -2.14 0.88  -0.25
C: 0.38 -1.04 0.54  -0.21
H: -3.88 0.44 5.19  0.20
H: -3.41 -1.54 3.70  0.20
H: -1.47 -1.53 2.31  0.22
H: -0.76 2.52 3.25  0.21
H: -2.51 2.36 5.00  0.20
H: -1.10 3.48 0.36  0.21
H: -2.61 3.78 -1.53  0.20
H: -3.40 1.86 -2.77  0.20
H: -2.63 -0.36 -2.44  0.21
H: -1.69 -2.26 -1.74  0.22
H: -0.45 -4.36 -1.22  0.21
H: 1.42 -4.34 0.46  0.23
H: 1.98 -2.21 1.52  0.23

## Properties
**DFT total energy**: -3689.50034 a.u.
**Orbital gap**: 0.2787 hartree
**Energy relative to the best compared isomer or geometry (same formula, charge and spin)**: 1.129 eV
**Total charge**: -1



C8H8Cl3N in the gas phase at a distorted geometry, computed with the ωB97M-V functional and the def2-TZVPD basis.

Each line ends with the natural charge from an NBO analysis.
Atoms and positions in Å:
C: -1.13 1.10 -0.37  -0.62
C: 0.00 0.39 0.22  -0.02
C: -0.07 -1.20 0.02  -0.59
C: 1.40 1.04 0.24  -0.19
C: 2.64 0.33 0.18  -0.29
C: 3.73 0.95 -0.15  -0.05
Cl: 5.28 0.17 -0.47  0.03
Cl: 3.67 2.64 -0.32  0.06
C: 0.46 0.71 1.61  -0.13
Cl: -0.29 2.10 2.47  0.00
C: 1.08 0.06 2.72  0.24
N: 1.67 -0.34 3.63  -0.28
H: -1.02 0.99 -1.47  0.23
H: -1.15 2.19 -0.18  0.24
H: -2.07 0.57 -0.14  0.23
H: 0.49 -1.61 0.80  0.21
H: 0.29 -1.47 -0.92  0.22
H: -1.08 -1.62 0.09  0.22
H: 1.38 2.14 -0.06  0.26
H: 2.55 -0.64 0.51  0.24

## Properties
**DFT total energy**: -1744.87063 a.u.
**Orbital gap**: 0.3482 hartree
**Energy relative to the best compared isomer or geometry (same formula, charge and spin)**: 1.233 eV



A molecular structure, C30H57Cl2GdN13P at a distorted geometry, computed with the ωB97M-V functional and the def2-TZVPD basis.

Each line ends with the Mulliken charge.
Atoms and positions in Å:
Gd: -0.56 0.56 0.19  0.12
C: -4.19 -0.12 3.19  -1.32
N: -3.53 0.58 2.10  0.63
C: -2.77 1.78 2.41  -0.78
C: -3.84 0.30 0.83  -0.48
N: -2.90 0.71 -0.07  0.83
C: -3.23 1.05 -1.41  0.06
C: -4.53 1.46 -1.73  -0.82
C: -5.01 1.28 -3.01  -0.66
C: -4.11 0.83 -4.01  -0.85
C: -2.81 0.61 -3.73  -0.38
C: -2.29 0.89 -2.46  0.04
N: -0.92 0.98 -2.19  1.07
C: -0.01 1.49 -3.05  -0.38
N: -0.22 2.57 -3.85  0.35
C: 0.10 2.60 -5.27  -1.39
C: -0.83 3.79 -3.29  -0.68
N: 1.21 0.90 -3.06  0.38
C: 1.32 -0.40 -2.45  -0.96
C: 2.40 1.43 -3.67  -0.88
N: -5.01 -0.40 0.61  0.43
C: -5.06 -1.37 -0.48  -0.97
C: -6.30 -0.09 1.21  -1.17
H: -3.45 -0.24 3.98  0.48
H: -4.50 -1.12 2.82  0.42
H: -5.09 0.44 3.56  0.35
H: -2.84 2.00 3.50  0.46
H: -3.21 2.68 1.88  0.24
H: -1.66 1.69 2.15  0.00
H: -5.18 1.75 -0.93  0.68
H: -6.00 1.48 -3.34  0.58
H: -4.51 0.59 -5.00  0.49
H: -2.11 0.21 -4.51  0.53
H: 0.43 1.63 -5.66  0.42
H: 0.86 3.39 -5.47  0.54
H: -0.79 2.81 -5.92  0.34
H: -0.38 4.01 -2.29  0.12
H: -1.90 3.60 -3.17  0.22
H: -0.63 4.65 -3.97  0.39
H: 1.18 -0.29 -1.36  -0.10
H: 2.30 -0.83 -2.65  0.47
H: 0.62 -1.10 -2.90  0.44
H: 2.18 2.22 -4.41  0.37
H: 2.95 0.63 -4.19  0.35
H: 2.99 1.83 -2.86  0.32
H: -4.11 -1.44 -1.02  0.14
H: -5.84 -1.10 -1.22  0.41
H: -5.27 -2.38 -0.13  0.41
H: -6.24 0.94 1.54  0.40
H: -6.42 -0.74 2.05  0.45
H: -7.14 -0.28 0.46  0.36
Cl: 0.10 0.00 3.00  -0.04
C: 0.97 0.85 4.46  -0.64
Cl: 2.15 2.01 3.96  -0.04
H: 1.44 0.03 5.06  0.37
H: 0.21 1.40 5.01  0.44
C: 6.54 -1.65 0.56  -1.00
N: 5.62 -2.53 1.26  0.12
C: 5.81 -2.51 2.72  -0.89
N: 5.77 -1.17 3.23  0.14
C: 6.77 -0.32 2.54  -0.90
N: 6.54 -0.26 1.10  0.13
C: 5.22 0.33 0.82  -1.10
P: 3.78 -0.54 1.57  1.04
C: 4.27 -2.20 0.90  -1.04
C: 4.44 -0.62 3.33  -0.80
H: 6.20 -1.63 -0.49  0.42
H: 7.56 -2.06 0.49  0.24
H: 6.72 -3.05 2.89  0.28
H: 4.97 -3.02 3.25  0.36
H: 7.77 -0.75 2.72  0.28
H: 6.75 0.66 2.96  0.40
H: 5.05 0.36 -0.28  0.41
H: 5.24 1.36 1.22  0.46
H: 4.11 -2.30 -0.17  0.46
H: 3.62 -2.93 1.38  0.42
H: 3.81 -1.19 4.01  0.31
H: 4.45 0.41 3.73  0.33
N: -0.86 -5.15 0.34  -0.10
C: -0.82 -4.42 1.68  -0.99
C: -1.20 -2.94 1.45  -0.64
N: -0.38 -2.28 0.38  0.85
C: -0.32 -3.03 -0.89  -0.18
C: 0.05 -4.52 -0.68  -1.10
H: -1.81 -5.17 -0.08  0.39
H: -0.53 -6.11 0.45  0.37
H: 0.17 -4.59 2.07  0.38
H: -1.52 -4.88 2.34  0.47
H: -1.10 -2.40 2.37  0.47
H: -2.25 -2.81 1.14  0.27
H: 0.59 -2.16 0.72  -0.03
H: 0.40 -2.57 -1.57  -0.15
H: -1.30 -2.96 -1.39  0.30
H: 1.06 -4.71 -0.33  0.40
H: -0.03 -5.03 -1.63  0.47
N: -1.01 3.78 0.30  0.20
C: -0.57 5.02 0.53  -0.31
C: 0.81 4.97 0.67  -0.88
C: 1.13 3.60 0.60  -0.61
N: 0.06 2.86 0.39  0.11
H: -1.91 3.58 -0.16  0.01
H: -1.25 5.84 0.70  0.51
H: 1.50 5.78 0.90  0.47
H: 2.10 3.16 0.72  0.70

## Properties
**Multiplicity**: 8
**DFT total energy**: -3915.01243 a.u.
**Orbital gap (spin up / spin down)**: 0.2054 / 0.0967 hartree
**Expectation value of S²**: 15.7957
**Total charge**: +4



A molecular structure, C10H8ILiO7PS at a distorted geometry, computed with the ωB97M-V functional and the def2-TZVPD basis.

Each line ends with the natural charge from an NBO analysis.
Atoms and positions in Å:
O: -4.99 -1.65 1.53  -0.48
C: -3.77 -1.30 1.12  0.76
O: -2.62 -1.61 1.99  -0.73
C: -3.53 -0.58 -0.37  -0.57
C: -2.04 0.10 -0.30  -0.11
C: -1.87 1.27 0.65  -0.35
C: -0.37 1.96 0.66  0.44
O: -0.27 3.26 1.04  -0.46
C: 1.01 1.15 0.18  0.05
C: 2.42 1.71 0.77  -0.58
C: 3.33 0.57 1.56  0.39
O: 4.63 0.40 1.19  -0.53
I: 2.49 -0.71 3.15  0.20
C: 0.82 0.00 -0.75  -0.43
P: 2.33 -0.97 -1.42  1.67
O: 3.63 0.17 -1.79  -0.95
O: 1.88 -1.66 -2.99  -0.93
S: 2.90 -2.44 -0.26  -0.46
C: -0.73 -0.42 -1.20  0.48
O: -1.03 -1.19 -2.25  -0.46
H: -2.43 -2.60 1.87  0.52
H: -4.40 0.23 -0.52  0.28
H: -3.58 -1.44 -1.16  0.31
H: -2.75 1.69 1.29  0.30
H: 2.17 2.53 1.61  0.30
H: 3.06 2.31 -0.04  0.31
H: 4.50 -0.17 -1.43  0.54
H: 1.43 -2.54 -2.80  0.52
Li: -2.21 1.95 -1.34  0.98

## Properties
**DFT total energy**: -1956.78637 a.u.
**Orbital gap**: 0.1931 hartree
**Total charge**: +1



C4H10N2OS in the gas phase, computed with the ωB97M-V functional and the def2-TZVPD basis.

Each line ends with the natural charge from an NBO analysis.
Atoms and positions in Å:
O: 0.57 -1.76 -0.34  -0.75
C: 1.73 -1.04 0.07  -0.06
C: 1.27 0.31 0.58  -0.43
C: 0.67 1.19 -0.54  -0.26
N: -0.48 1.97 -0.12  -0.48
C: -1.59 1.35 0.01  0.28
N: -1.83 0.01 -0.23  -0.80
S: -3.37 -0.66 -0.05  0.19
H: 0.82 -2.52 -0.85  0.48
H: 2.25 -1.60 0.86  0.17
H: 2.43 -0.90 -0.75  0.16
H: 0.49 0.13 1.36  0.21
H: 2.11 0.83 1.09  0.22
H: 0.40 0.54 -1.40  0.18
H: 1.45 1.90 -0.87  0.20
H: -2.49 1.87 0.28  0.18
H: -1.07 -0.63 -0.40  0.43
H: -3.36 -0.98 1.29  0.09

## Properties
**DFT total energy**: -741.31473 a.u.
**Orbital gap**: 0.3523 hartree
**Energy relative to the best compared isomer or geometry (same formula, charge and spin)**: 1.721 eV



- Among the records above, which one has the highest DFT total energy?
  C12H16O